{
  "formula": "C23H31N8O2Pt",
  "method": "the ωB97M-V functional and the def2-TZVPD basis",
  "species": ["Pt", "O", "C", "C", "C", "C", "C", "C", "C", "O", "N", "N", "C", "C", "C", "C", "C", "C", "N", "H", "H", "H", "H", "H", "H", "H", "H", "H", "H", "C", "C", "C", "C", "N", "N", "C", "H", "H", "H", "H", "H", "H", "H", "H", "C", "N", "C", "C", "N", "N", "C", "C", "H", "H", "H", "H", "H", "H", "H", "H", "H", "H", "H", "H", "H"],
  "xyz": [[0.29844, -0.26251, -1.27484], [3.67255, 1.82474, 0.99199], [4.38933, 0.70783, 1.20842], [5.60493, 0.82554, 1.87809], [6.38826, -0.28798, 2.09536], [5.97181, -1.54918, 1.66778], [4.76547, -1.68163, 1.02222], [3.95138, -0.56312, 0.78222], [2.68577, -0.72585, 0.08433], [1.95810, 0.33034, -0.16276], [2.31418, -1.94880, -0.27779], [1.16669, -1.95484, -0.93244], [0.66037, -2.99170, -1.53401], [-0.56147, -2.76201, -2.23589], [-1.32646, -3.78730, -2.80277], [-2.51525, -3.49471, -3.42496], [-2.93020, -2.16435, -3.50051], [-2.12402, -1.19212, -2.95660], [-0.97352, -1.45914, -2.33498], [2.86708, 1.57490, 0.50518], [5.90856, 1.80549, 2.22076], [7.34047, -0.18095, 2.59804], [6.58706, -2.41987, 1.84630], [4.42386, -2.64691, 0.68086], [1.18094, -3.93938, -1.52497], [-0.95778, -4.80149, -2.73084], [-3.11917, -4.27566, -3.86596], [-3.85699, -1.89531, -3.98446], [-2.39346, -0.14813, -3.03234], [-3.12028, 4.02001, -2.11262], [-1.80224, 3.32872, -2.13395], [-0.53940, 3.76310, -2.47022], [0.32215, 2.66901, -2.27879], [-0.38473, 1.62683, -1.85146], [-1.66616, 2.03779, -1.76923], [1.79381, 2.60587, -2.49220], [-2.99859, 5.06733, -2.37319], [-3.56666, 3.96009, -1.11893], [-3.80993, 3.56207, -2.82279], [-0.26537, 4.74501, -2.81561], [-2.36948, 1.41672, -1.40412], [2.07689, 3.22901, -3.33800], [2.10703, 1.57967, -2.67704], [2.31975, 2.97068, -1.60876], [-0.76467, 1.87084, 1.62371], [-1.33481, 0.78909, 2.40185], [-1.06992, 0.84890, 3.83311], [-1.71591, -0.35528, 1.78392], [-1.54187, -0.53176, 0.50321], [-2.30522, -1.31328, 2.60077], [-2.25672, -2.69765, 2.17685], [-3.49959, -0.96612, 3.35531], [-0.78318, 2.78186, 2.21909], [-1.35498, 2.03028, 0.72790], [0.26555, 1.65217, 1.32704], [-0.05249, 1.20986, 3.99541], [-1.16045, -0.13716, 4.27660], [-1.76129, 1.53019, 4.33409], [-1.97523, -1.39504, 0.20015], [-1.29913, -2.90206, 1.70075], [-3.07275, -2.96140, 1.48906], [-2.34307, -3.33343, 3.05818], [-3.55235, 0.10697, 3.51781], [-3.49462, -1.46915, 4.32389], [-4.40103, -1.27564, 2.81277]],
  "relative_energy_ev": 0.381,
  "homo_ev": -10.5845,
  "e_lumo_ev": -3.814,
  "gap_ev": 6.8,
  "total_charge": 1,
  "fmax_ev_per_a": 1.311
}